No. 1
Below is a structure of composition C22H27MnNO3P2 in a non-equilibrium geometry, with properties calculated with ωB97M-V/def2-TZVPD.

```
! RIJCOSX wB97M-V def2-TZVPD def2/J DEFGRID3
* xyz 1 5
C -2.73 -0.82 -0.21
C 0.57 4.21 3.20
C 1.31 -1.47 -1.14
C 2.54 2.50 -0.90
H -4.16 1.89 -0.12
C -0.65 -2.23 0.05
H 1.17 -4.88 -1.07
Mn 0.05 0.45 0.43
H -2.74 2.96 0.11
C -2.96 0.57 2.24
C -0.17 -3.54 -0.03
H -0.40 3.89 -1.08
C -2.49 -2.87 1.41
H 0.03 0.23 -2.65
C 0.71 -3.89 -1.20
C 1.05 0.65 -2.47
H 1.49 1.08 -3.40
H 5.02 -1.94 -1.85
C 3.31 -0.64 -2.14
H 3.25 1.67 -0.85
C 3.13 -2.94 -1.38
C 1.75 -2.80 -1.21
H -0.15 -5.33 1.18
H 3.62 -3.88 -1.14
P -2.19 0.72 0.61
C 0.35 3.05 2.26
C -1.98 -2.00 0.44
C 1.11 -0.59 1.56
H -4.06 0.62 2.14
H -3.82 -1.00 -0.16
C -3.09 2.00 -0.28
H 3.88 0.20 -2.51
H 0.15 -3.90 -2.11
H -2.37 -0.75 -1.27
N 0.15 -1.19 -0.41
H 2.79 3.18 -1.74
C -0.66 -4.40 0.96
H -2.67 -0.36 2.72
C 3.92 -1.85 -1.79
C -0.10 3.20 -1.89
H -2.60 1.41 2.84
H 0.11 3.98 4.17
C 1.92 -0.50 -1.94
O 1.69 -1.53 1.91
H 2.56 3.05 0.05
H -2.87 1.96 -1.35
H 0.52 3.73 -2.63
H 0.06 5.07 2.76
H -2.13 -4.68 2.55
H -3.40 -2.60 1.95
O 1.11 2.04 2.43
P 0.85 1.88 -1.13
C -1.79 -4.04 1.72
H 1.64 4.42 3.34
H -1.01 2.81 -2.37
O -0.56 3.17 1.38
*
```

Computed properties:
expectation value of S²: 6.11
LUMO energy (alpha / beta): -5.103 / -4.750 eV
HOMO energy (alpha / beta): -10.85 / -11.03 eV
frontier orbital gap (alpha / beta): 5.7439 / 6.2827 eV
calculated total energy: -2968.4329 Ha



No. 2
Below is a structure of composition I2O2V in a non-equilibrium geometry, with properties calculated with ωB97M-V/def2-TZVPD.

```
! RIJCOSX wB97M-V def2-TZVPD def2/J DEFGRID3
* xyz -1 1
O 1.04 -0.08 0.53
O -0.28 -2.20 -0.13
I -2.49 0.22 -1.51
V -0.16 -0.62 -0.18
I 1.88 2.68 1.29
*
```

Computed properties:
LUMO energy: 0.784 eV
HOMO energy: -3.75 eV
frontier orbital gap: 4.5322 eV
calculated total energy: -1689.9496 Ha



No. 3
Below is an isolated molecule of CH5N2PS in a non-equilibrium geometry, with properties calculated with ωB97M-V/def2-TZVPD.

```
! RIJCOSX wB97M-V def2-TZVPD def2/J DEFGRID3
* xyz 0 1
H -1.60 -2.02 0.15
S 0.49 1.84 1.31
N 0.25 0.27 0.33
H -0.28 -1.98 -1.06
N -0.23 -0.69 0.90
C -0.51 -1.96 0.13
H -0.39 2.77 -0.77
P 1.07 2.88 -0.49
H -0.12 -2.73 0.83
H 1.32 1.62 -1.32
*
```

Computed properties:
SMILES: C/N=N/SP
LUMO energy: 0.569 eV
HOMO energy: -8.93 eV
frontier orbital gap: 9.5009 eV
calculated total energy: -890.0449 Ha



No. 4
Below is a structure of composition C25H23BaN9O3S, with properties calculated with ωB97M-V/def2-TZVPD.

```
! RIJCOSX wB97M-V def2-TZVPD def2/J DEFGRID3
* xyz 0 1
C 0.33 -5.05 2.31
C -0.22 4.55 2.51
C 0.02 4.56 3.88
C -0.16 2.17 3.87
H 4.32 -0.38 -7.04
C 3.33 0.35 -5.41
H 0.38 -5.95 1.71
C 0.56 -5.07 3.67
C 1.95 0.12 -3.01
N -0.06 -2.70 2.39
H -3.64 -3.40 1.01
C -0.99 1.50 -1.70
C -0.97 3.67 -2.36
H -0.17 -3.78 0.64
H 1.62 -1.92 -3.56
C -0.11 0.87 4.62
C -2.16 3.92 -1.69
C 0.48 -3.88 4.38
H -3.00 -2.94 -3.22
C -2.68 2.86 -0.98
H -0.95 0.86 5.34
H -0.60 3.28 0.83
H 2.83 -1.72 -5.70
S 1.06 -0.03 -1.51
O 1.14 -1.42 -1.08
H 0.78 0.88 5.27
C 0.06 3.36 4.56
Ba -0.69 -0.27 1.18
H 0.19 5.49 4.40
H 3.68 2.39 -4.82
N 3.99 0.48 -6.62
C -3.69 -3.67 -1.22
H -2.63 4.89 -1.70
C 0.02 -3.84 1.71
H 2.44 2.17 -2.69
H 0.26 3.33 5.62
C 2.06 -0.98 -3.85
N -2.34 -1.97 -1.47
C -3.34 -3.10 0.02
C 2.74 -0.87 -5.04
H 4.65 1.23 -6.69
H -0.24 5.47 1.93
C 2.53 1.33 -3.35
N -2.11 1.66 -0.95
C 0.17 -2.71 3.71
C -0.42 3.34 1.90
H 0.65 -3.82 5.45
H -3.59 2.97 -0.39
H -4.33 -4.51 -1.40
N -0.41 2.17 2.56
N -0.50 0.22 -1.70
C 3.22 1.44 -4.55
C 0.11 -1.41 4.50
O 1.58 0.94 -0.56
H -1.71 -1.23 -1.81
N -2.51 -2.08 -0.14
N -0.12 -0.31 3.78
C -3.03 -2.89 -2.15
H 0.80 -5.99 4.18
O 0.28 -1.49 5.72
N -0.39 2.48 -2.38
H -0.47 4.46 -2.92
*
```

Computed properties:
LUMO energy: 0.362 eV
HOMO energy: -7.90 eV
frontier orbital gap: 8.2567 eV
calculated total energy: -2108.8339 Ha



No. 5
Below is a structure of composition C9H12FIrO4S5Sb, with properties calculated with ωB97M-V/def2-TZVPD.

```
! RIJCOSX wB97M-V def2-TZVPD def2/J DEFGRID3
* xyz -2 6
S 2.15 -0.48 -1.95
H -0.55 -3.58 -4.20
H 0.53 0.82 3.79
C -1.72 -2.57 -2.68
C -1.25 1.98 3.58
H -1.66 1.71 4.54
F -3.16 3.31 3.16
H -1.58 -1.79 -1.92
H -2.08 3.80 0.85
O 1.36 2.24 -1.66
C -1.48 3.17 1.49
H -2.08 -3.47 -2.19
C 1.82 1.30 1.48
O 0.58 -3.35 -2.52
H -2.48 -2.22 -3.39
S -0.37 -1.62 0.79
H -0.06 -1.91 -3.87
H 0.12 2.90 0.08
H 1.09 -2.59 -2.22
H 2.37 1.95 0.80
C -1.95 2.82 2.74
Sb 1.11 -3.52 1.47
S 1.00 -3.66 3.73
C -0.02 1.50 3.15
Ir 1.59 -0.54 0.32
C -0.41 -2.84 -3.40
O -0.48 0.68 -1.97
S 0.81 1.14 -2.43
H 2.42 1.03 2.35
C -0.25 2.68 1.07
S 3.17 -2.04 1.00
C 0.51 1.85 1.90
O 0.92 1.29 -3.86
*
```

Computed properties:
expectation value of S²: 8.78
LUMO energy (alpha / beta): 4.773 / 3.465 eV
HOMO energy (alpha / beta): -1.15 / -2.39 eV
frontier orbital gap (alpha / beta): 5.9202 / 5.8508 eV
calculated total energy: -3086.5570 Ha



No. 6
Below is a cluster of 2 separate species, C4H10O2 in total in a non-equilibrium geometry, with properties calculated with ωB97M-V/def2-TZVPD.

```
! RIJCOSX wB97M-V def2-TZVPD def2/J DEFGRID3
* xyz 0 1
H 3.66 2.27 0.58
H 1.71 0.74 1.90
H -0.17 0.45 -2.15
H -1.66 -0.53 -2.18
O 3.36 1.40 0.87
O 1.79 2.73 1.74
C 2.21 1.64 1.53
C -1.70 -1.59 0.22
H -1.82 -2.64 -0.05
H 0.20 -1.57 -0.78
H -2.66 -1.18 -0.13
H -1.78 -1.49 1.30
C -0.54 -0.85 -0.43
C -1.00 0.06 -1.57
H 0.04 -0.29 0.32
H -1.64 0.84 -1.17
*
```

Computed properties:
SMILES: O=CO.CCC
LUMO energy: 0.805 eV
HOMO energy: -11.02 eV
frontier orbital gap: 11.8260 eV
calculated total energy: -308.8778 Ha



No. 7
Below is a cluster of 2 separate species, C6H12BCl4IN2O3 in total in a non-equilibrium geometry, with properties calculated with ωB97M-V/def2-TZVPD.

```
! RIJCOSX wB97M-V def2-TZVPD def2/J DEFGRID3
* xyz 0 1
N 1.55 1.93 -1.88
H 0.41 3.16 -0.75
H -1.70 0.21 3.61
C -3.21 0.25 -4.43
O 1.64 -2.89 0.81
C 1.09 2.29 -0.74
H 1.72 -2.82 -0.14
H 2.36 0.25 2.49
C 0.25 -0.62 1.09
B 0.49 -2.21 1.28
N 2.63 -0.23 1.64
O -0.16 0.00 2.31
O -0.47 -3.01 1.93
H 0.70 2.07 1.36
C -1.57 0.03 2.52
H 3.53 0.07 1.30
Cl -2.11 -0.98 -5.07
H -2.06 -0.93 2.31
H 2.19 1.15 -1.69
H -0.66 -3.75 1.34
Cl -4.68 0.31 -5.41
H 2.41 2.09 0.93
C 1.42 1.67 0.64
C 1.57 0.12 0.66
Cl -3.63 -0.15 -2.75
H 1.85 -0.32 -0.31
Cl -2.41 1.83 -4.46
H -2.06 0.88 2.02
I -1.12 -0.44 -0.59
*
```

Computed properties:
SMILES: [H]/N=C\C[C@@H](N)[C@](I)(OC)B(O)O.ClC(Cl)(Cl)Cl
LUMO energy: 0.206 eV
HOMO energy: -9.26 eV
frontier orbital gap: 9.4657 eV
calculated total energy: -2734.3918 Ha



No. 8
Below is an isolated molecule of C3H5F3 in a non-equilibrium geometry, with properties calculated with ωB97M-V/def2-TZVPD.

```
! RIJCOSX wB97M-V def2-TZVPD def2/J DEFGRID3
* xyz 0 1
F 1.19 -0.78 -0.16
H -0.98 0.07 -1.99
F 0.27 -0.12 1.75
H -0.64 1.74 -2.24
F -1.07 -0.97 0.15
C -0.28 0.90 -1.68
C -0.15 1.10 -0.26
C 0.02 -0.17 0.41
H 0.83 1.48 -0.12
H -1.01 1.82 0.05
H 0.71 0.73 -2.17
*
```

Computed properties:
SMILES: CCC(F)(F)F
LUMO energy: 0.985 eV
HOMO energy: -12.37 eV
frontier orbital gap: 13.3564 eV
calculated total energy: -416.8997 Ha



Please write out number 1 again, unchanged.
Below is a structure of composition C22H27MnNO3P2 in a non-equilibrium geometry, with properties calculated with ωB97M-V/def2-TZVPD.

```
! RIJCOSX wB97M-V def2-TZVPD def2/J DEFGRID3
* xyz 1 5
C -2.73 -0.82 -0.21
C 0.57 4.21 3.20
C 1.31 -1.47 -1.14
C 2.54 2.50 -0.90
H -4.16 1.89 -0.12
C -0.65 -2.23 0.05
H 1.17 -4.88 -1.07
Mn 0.05 0.45 0.43
H -2.74 2.96 0.11
C -2.96 0.57 2.24
C -0.17 -3.54 -0.03
H -0.40 3.89 -1.08
C -2.49 -2.87 1.41
H 0.03 0.23 -2.65
C 0.71 -3.89 -1.20
C 1.05 0.65 -2.47
H 1.49 1.08 -3.40
H 5.02 -1.94 -1.85
C 3.31 -0.64 -2.14
H 3.25 1.67 -0.85
C 3.13 -2.94 -1.38
C 1.75 -2.80 -1.21
H -0.15 -5.33 1.18
H 3.62 -3.88 -1.14
P -2.19 0.72 0.61
C 0.35 3.05 2.26
C -1.98 -2.00 0.44
C 1.11 -0.59 1.56
H -4.06 0.62 2.14
H -3.82 -1.00 -0.16
C -3.09 2.00 -0.28
H 3.88 0.20 -2.51
H 0.15 -3.90 -2.11
H -2.37 -0.75 -1.27
N 0.15 -1.19 -0.41
H 2.79 3.18 -1.74
C -0.66 -4.40 0.96
H -2.67 -0.36 2.72
C 3.92 -1.85 -1.79
C -0.10 3.20 -1.89
H -2.60 1.41 2.84
H 0.11 3.98 4.17
C 1.92 -0.50 -1.94
O 1.69 -1.53 1.91
H 2.56 3.05 0.05
H -2.87 1.96 -1.35
H 0.52 3.73 -2.63
H 0.06 5.07 2.76
H -2.13 -4.68 2.55
H -3.40 -2.60 1.95
O 1.11 2.04 2.43
P 0.85 1.88 -1.13
C -1.79 -4.04 1.72
H 1.64 4.42 3.34
H -1.01 2.81 -2.37
O -0.56 3.17 1.38
*
```

Computed properties:
expectation value of S²: 6.11
LUMO energy (alpha / beta): -5.103 / -4.750 eV
HOMO energy (alpha / beta): -10.85 / -11.03 eV
frontier orbital gap (alpha / beta): 5.7439 / 6.2827 eV
calculated total energy: -2968.4329 Ha



What did the seventh record say?
Below is a cluster of 2 separate species, C6H12BCl4IN2O3 in total in a non-equilibrium geometry, with properties calculated with ωB97M-V/def2-TZVPD.

```
! RIJCOSX wB97M-V def2-TZVPD def2/J DEFGRID3
* xyz 0 1
N 1.55 1.93 -1.88
H 0.41 3.16 -0.75
H -1.70 0.21 3.61
C -3.21 0.25 -4.43
O 1.64 -2.89 0.81
C 1.09 2.29 -0.74
H 1.72 -2.82 -0.14
H 2.36 0.25 2.49
C 0.25 -0.62 1.09
B 0.49 -2.21 1.28
N 2.63 -0.23 1.64
O -0.16 0.00 2.31
O -0.47 -3.01 1.93
H 0.70 2.07 1.36
C -1.57 0.03 2.52
H 3.53 0.07 1.30
Cl -2.11 -0.98 -5.07
H -2.06 -0.93 2.31
H 2.19 1.15 -1.69
H -0.66 -3.75 1.34
Cl -4.68 0.31 -5.41
H 2.41 2.09 0.93
C 1.42 1.67 0.64
C 1.57 0.12 0.66
Cl -3.63 -0.15 -2.75
H 1.85 -0.32 -0.31
Cl -2.41 1.83 -4.46
H -2.06 0.88 2.02
I -1.12 -0.44 -0.59
*
```

Computed properties:
SMILES: [H]/N=C\C[C@@H](N)[C@](I)(OC)B(O)O.ClC(Cl)(Cl)Cl
LUMO energy: 0.206 eV
HOMO energy: -9.26 eV
frontier orbital gap: 9.4657 eV
calculated total energy: -2734.3918 Ha